1.
Computed, not measured: C12H20N3O5Rh as an isolated structure, with wB97M-V/def2-TZVPD.

spin multiplicity = 5
net charge = +2
gap between HOMO and LUMO (alpha / beta) = 9.679 / 6.774 eV
energy = -1119.59980 Eh
⟨S²⟩ = 6.014

The geometry in XYZ format:
```
41
Properties=species:S:1:pos:R:3:forces:R:3:mulliken_spin:R:1
Rh 0.329 0.571 0.590 -0.061 0.010 0.028 2.7619
C -3.606 2.963 3.487 -0.002 0.015 0.007 0.0027
O -3.151 1.756 2.830 0.017 -0.006 -0.008 0.0005
C -1.991 1.689 2.244 -0.044 0.003 0.007 -0.0021
O -1.639 0.640 1.700 0.096 0.016 0.037 0.0622
N -1.192 2.791 2.233 -0.009 -0.027 -0.019 -0.0084
N 0.078 2.670 1.648 -0.037 0.031 -0.008 0.0881
H -4.590 2.721 3.870 0.000 -0.001 -0.001 -0.0001
H -3.684 3.779 2.769 0.000 -0.004 -0.003 0.0003
H -2.946 3.212 4.318 0.001 -0.005 0.000 0.0003
H -1.418 3.636 2.734 0.008 0.000 0.005 0.0001
H 0.798 2.778 2.361 0.003 -0.002 -0.001 -0.0026
H 0.206 3.413 0.964 -0.007 -0.003 -0.006 0.0001
O 1.964 0.625 -0.469 0.026 -0.013 -0.019 0.6207
C 2.787 -0.507 -0.725 -0.032 -0.042 -0.025 0.0268
C 3.567 -0.916 0.522 0.012 -0.001 0.011 0.0518
C 2.715 -1.096 1.785 0.005 0.016 0.001 0.0233
C 1.540 -2.024 1.633 -0.032 -0.014 0.008 -0.0061
C 1.646 -3.382 1.888 0.007 0.014 -0.001 0.0046
C 0.530 -4.193 1.766 -0.001 -0.010 0.002 0.0127
C -0.685 -3.631 1.397 -0.002 -0.002 0.000 0.0005
C -0.733 -2.278 1.147 0.009 0.008 -0.008 0.0106
N 0.357 -1.499 1.251 -0.010 -0.001 -0.029 0.1308
H 0.530 1.011 -2.432 -0.006 -0.004 0.006 -0.0078
H 3.465 -0.274 -1.545 0.010 0.033 0.015 0.0058
H 2.129 -1.327 -1.034 0.015 -0.034 -0.024 -0.0083
H 4.342 -0.177 0.725 0.001 0.000 0.001 0.0010
H 4.074 -1.852 0.278 0.009 0.004 -0.004 -0.0017
H 2.360 -0.122 2.139 0.000 -0.001 0.009 -0.0253
H 3.358 -1.475 2.579 0.004 0.002 0.000 0.0042
H 2.598 -3.790 2.200 -0.001 -0.002 0.001 0.0018
H 0.604 -5.253 1.971 -0.001 0.000 0.000 0.0003
H -1.581 -4.228 1.310 0.001 0.000 -0.001 0.0002
H -1.651 -1.780 0.868 0.001 0.004 0.000 -0.0001
C -2.800 -0.232 -2.505 -0.014 0.004 -0.023 0.0188
O -2.018 -0.067 -1.264 -0.003 0.013 -0.010 -0.0115
C -0.832 0.392 -1.293 -0.002 -0.003 0.038 0.2274
O -0.384 0.688 -2.479 0.026 0.003 -0.003 0.0157
H -3.750 -0.631 -2.173 0.003 -0.001 0.003 0.0003
H -2.282 -0.923 -3.162 0.006 -0.002 0.007 0.0005
H -2.920 0.738 -2.978 0.004 0.001 0.004 -0.0002
```
Positions in Å, forces in eV/Å.

---

2.
Computed, not measured: a single C12H20N4O4S molecule, with wB97M-V/def2-TZVPD.

gap between HOMO and LUMO = 6.295 eV
energy = -1386.78709 Eh

The geometry in XYZ format:
```
41
Properties=species:S:1:pos:R:3:forces:R:3:nbo_charge:R:1
C -0.018 1.324 4.302 0.829 -0.241 1.283 -0.6322
C 1.482 1.368 3.789 1.490 -0.035 4.348 -0.2310
N 1.755 1.502 2.380 0.014 4.850 8.816 -0.5576
C 1.610 0.703 1.473 1.247 3.980 -7.304 0.2163
C 1.431 -0.502 1.698 -1.885 -10.451 10.390 -0.2339
C 1.336 -1.566 0.943 -0.364 -0.277 -1.417 -0.1908
C 1.357 -1.225 -0.314 3.095 0.956 -9.532 -0.2650
S 1.399 -2.641 -1.656 -4.877 12.129 -6.263 2.1438
O 1.839 -1.944 -3.033 -1.286 -3.186 5.366 -0.9077
O 1.867 -3.769 -1.103 3.299 -7.265 2.914 -0.9188
N -0.449 -2.715 -1.653 9.519 -9.746 5.604 -0.7927
C -1.014 -1.868 -2.344 -7.093 7.052 1.002 -0.2413
C -2.105 -1.216 -1.038 -1.363 3.047 -12.453 -0.1565
N -2.549 0.073 -1.472 0.427 1.744 1.076 -0.4425
C -3.315 0.200 -2.658 3.358 1.237 -4.455 -0.4040
C -1.495 1.106 -1.351 -9.166 2.621 5.561 -0.3664
C 1.777 0.078 -0.871 -2.534 -0.336 1.280 -0.1539
C 1.810 1.093 0.139 -1.621 -4.470 -1.625 -0.0662
N 1.759 2.374 -0.369 2.776 1.649 19.084 0.5591
O 1.889 2.456 -1.412 0.709 3.916 -18.969 -0.2354
O 2.065 3.337 0.524 -1.821 -1.657 -2.064 -0.5556
H -0.427 2.287 4.022 -0.673 0.042 0.202 0.2096
H 0.013 1.226 5.539 -0.214 0.169 -3.467 0.2213
H -0.617 0.482 3.814 0.880 1.093 0.849 0.2192
H 2.103 2.364 4.278 -2.034 -2.916 -1.108 0.2127
H 1.892 0.419 4.406 0.059 2.007 -2.104 0.2020
H 1.891 2.434 2.194 0.506 2.374 -1.233 0.4346
H 1.348 -0.889 2.905 0.293 1.661 -3.207 0.1948
H 1.224 -2.570 1.113 -0.333 -2.154 1.494 0.2460
H -0.652 -3.707 -1.674 -0.350 0.015 -0.267 0.3923
H -0.451 -1.051 -2.496 2.071 2.918 -0.963 0.2062
H -1.559 -2.095 -3.155 -1.913 -1.018 -3.083 0.1839
H -2.907 -1.731 -1.233 -4.142 -3.995 0.399 0.1842
H -1.613 -1.183 -0.269 5.046 -0.178 8.324 0.1671
H -3.506 1.228 -2.978 -0.726 0.198 1.291 0.2179
H -2.568 0.152 -3.740 -1.233 -0.767 2.375 0.0921
H -4.129 -0.420 -2.976 -0.436 -0.670 0.926 0.2201
H -2.205 2.200 -1.309 2.387 -2.819 -0.324 0.1761
H -0.883 1.177 -2.068 4.981 0.350 -5.629 0.1574
H -1.096 1.074 -0.355 0.584 -0.250 0.296 0.1979
H 1.712 0.436 -1.994 0.496 -1.579 2.585 0.2972
```
Positions in Å, forces in eV/Å.

---

3.
Computed, not measured: an isolated ion of composition C12H20NO and charge +1, with wB97M-V/def2-TZVPD.

net charge = +1
gap between HOMO and LUMO = 9.207 eV
energy = -598.92585 Eh

The geometry in XYZ format:
```
34
Properties=species:S:1:pos:R:3:forces:R:3:nbo_charge:R:1
C 2.974 -1.148 1.348 -1.131 -1.825 0.938 -0.6561
C 3.482 -0.055 0.427 -1.870 3.497 -0.181 -0.3651
C 2.736 -0.074 -1.032 2.910 -3.162 2.312 -0.5056
C 1.331 0.071 -0.864 -1.149 -3.247 -0.186 0.6012
O 0.610 -0.924 -1.034 0.479 1.010 0.041 -0.5647
C 0.839 1.398 -0.518 -0.836 2.357 1.108 -0.5437
C -0.361 1.531 0.467 0.520 0.007 0.479 -0.0315
C -1.263 2.743 0.252 2.550 0.660 -2.765 -0.6027
N -1.147 0.312 0.416 -2.008 -1.708 0.498 -0.2889
C -1.580 -0.215 -0.712 1.715 2.703 1.033 0.2525
C -2.427 -1.319 -0.516 -2.262 -0.720 -0.027 -0.0684
C -3.298 -1.899 -1.650 -0.180 0.520 0.557 -0.6422
C -2.469 -1.536 0.840 -0.047 0.453 -2.853 -0.0634
C -1.611 -0.581 1.516 1.618 0.171 -0.530 -0.2873
H 3.655 -1.597 2.119 -0.052 0.686 -1.077 0.2478
H 2.013 -1.054 1.992 1.329 0.870 -1.322 0.2038
H 2.681 -1.945 0.644 0.263 -0.295 0.527 0.2204
H 3.220 1.027 0.842 0.714 -2.096 -0.516 0.1868
H 4.550 -0.003 0.219 -0.086 -0.502 0.247 0.2430
H 3.112 0.684 -1.584 1.335 2.857 -1.580 0.2318
H 3.097 -0.994 -1.557 -0.978 0.447 0.513 0.2450
H 0.478 1.783 -1.453 -0.163 0.423 -0.837 0.2535
H 1.645 2.116 -0.225 -0.573 -0.799 -0.145 0.2634
H -0.018 1.672 1.502 0.269 -0.550 -0.278 0.2341
H -0.580 3.641 0.150 -1.031 -0.756 0.554 0.2371
H -1.847 2.723 -0.674 0.218 -0.291 -0.078 0.2147
H -1.939 2.781 1.022 -1.516 0.609 2.095 0.2235
H -1.248 0.421 -1.529 -0.856 -0.912 -0.732 0.2410
H -3.571 -2.903 -1.352 0.086 -0.341 -0.352 0.2420
H -2.705 -1.871 -2.560 -0.048 -0.415 -0.102 0.2363
H -4.286 -1.389 -1.906 1.420 -0.118 0.818 0.2501
H -3.137 -2.186 1.337 -0.333 -0.780 0.487 0.2476
H -2.240 -0.056 2.219 0.553 0.334 0.831 0.2645
H -0.697 -1.155 1.850 -0.865 0.913 0.522 0.2795
```
Positions in Å, forces in eV/Å.

---

What energy relative to the best compared isomer or geometry (same formula, charge and spin) values result from the calculations? In sequence: 3.9, 336.7, 57.4 kcal/mol.